Density functional theory data (the ωB97M-V functional and the def2-TZVPD basis) for a cluster of 13 separate species, H26O13 in total.

## Properties
ΔE to the lowest compared entry with this formula, charge and spin   7.759 eV
Multiplicity   1
HOMO energy   -9.60 eV
Lowest unoccupied orbital energy   -0.3 eV
Total charge   0

Each line ends with the natural charge from an NBO analysis.
CARTESIAN COORDINATES (ANGSTROEM)
H1 0.5487 -0.5757 -0.5810  0.468
H2 -0.8793 -1.0399 -0.3456  0.453
H3 2.9517 -2.6897 -1.3833  0.476
H4 2.6457 -3.2819 -0.0174  0.468
H5 3.8237 1.0292 -1.2393  0.468
H6 2.3288 1.2051 -1.4499  0.459
H7 -3.4127 -2.3520 2.2451  0.456
H8 -4.1711 -1.3401 3.0882  0.477
H9 1.4909 3.2144 -0.4908  0.462
H10 1.8681 3.4974 0.9541  0.463
H11 -2.5942 0.5640 1.1585  0.486
H12 -3.6127 -0.5192 0.8429  0.456
H13 -1.0391 4.4279 -0.0150  0.461
H14 -0.1014 3.4443 -0.6957  0.453
H15 -5.1665 -1.3970 -1.5181  0.461
H16 -6.3737 -1.9056 -2.2889  0.474
H17 4.4910 -1.5176 0.8537  0.457
H18 4.2767 -1.0250 -0.5680  0.440
H19 2.0950 -0.5903 2.7305  0.461
H20 3.4580 0.0010 2.4102  0.448
H21 -3.7166 1.9438 -0.6164  0.478
H22 -3.2838 1.2035 -1.8713  0.476
H23 1.4100 -1.8360 -1.9607  0.499
H24 1.3942 -3.0874 -2.8232  0.474
H25 1.5577 1.0449 2.1780  0.467
H26 0.4198 1.2295 1.1874  0.452
O1 0.0343 -1.3452 -0.3124  -0.919
O2 2.2619 -2.7344 -0.7115  -0.948
O3 2.9906 1.0908 -0.7586  -0.925
O4 -3.6633 -2.1566 3.1550  -0.933
O5 1.2363 3.7477 0.2706  -0.925
O6 -3.3754 0.1278 1.5169  -0.943
O7 -0.4081 4.3570 -0.7402  -0.913
O8 -5.8006 -1.1363 -2.1957  -0.935
O9 3.8123 -1.1704 0.2640  -0.898
O10 2.7328 -0.4952 2.0141  -0.901
O11 -2.9356 1.7171 -1.1337  -0.954
O12 1.7646 -2.1986 -2.7804  -0.974
O13 0.9412 0.5488 1.6276  -0.928

Forces on the atoms, in the same order (eV/Å):
H 0.2 0.0 0.5
H 0.1 0.0 0.0
H -0.2 -0.1 0.2
H -0.2 0.4 0.3
H -0.1 0.1 0.0
H 0.1 -0.1 -0.1
H 0.1 0.0 0.3
H 0.2 0.0 0.0
H 0.8 0.1 0.2
H 0.5 -0.3 0.0
H 0.0 0.0 0.0
H 0.0 0.2 0.0
H 0.1 0.0 -0.2
H -1.2 0.6 -0.1
H -0.1 0.0 -0.1
H 0.0 0.1 0.0
H 0.0 0.0 0.1
H 0.1 -0.2 -0.1
H 0.1 -0.3 0.1
H 0.3 -0.2 0.0
H 0.0 0.0 0.0
H 0.0 0.1 -0.1
H -0.3 -0.3 -0.1
H 0.0 0.3 0.1
H -0.2 0.0 -0.5
H -0.3 0.2 0.2
O -0.6 0.1 -0.4
O 0.4 -2.2 1.4
O -0.3 0.5 -0.3
O -0.3 -0.3 0.0
O 3.3 -1.2 2.5
O -0.1 0.0 -0.2
O -3.4 0.8 -2.3
O 0.1 -0.1 0.1
O 2.1 0.0 -0.9
O 1.5 -0.8 2.6
O 0.0 -0.2 0.1
O -0.5 0.8 -2.5
O -2.4 1.8 -0.5

Density functional theory data (the ωB97M-V functional and the def2-TZVPD basis) for a cluster of 2 separate species, C20H26N in total.

## Properties
ΔE to the lowest compared entry with this formula, charge and spin   0.048 eV
Multiplicity   1
HOMO energy   -11.24 eV
Lowest unoccupied orbital energy   -6.1 eV
Total charge   +1

Each line ends with the natural charge from an NBO analysis.
CARTESIAN COORDINATES (ANGSTROEM)
C1 0.4683 -1.6663 1.4501  0.115
C2 0.9964 -2.0969 0.2069  -0.105
C3 0.2223 -3.0297 -0.5154  -0.099
C4 0.6420 -3.5285 -1.7227  -0.231
C5 1.8472 -3.1168 -2.2601  -0.065
C6 2.6344 -2.2041 -1.5803  -0.221
C7 2.2222 -1.7028 -0.3699  -0.111
C8 0.9300 -0.7837 2.4582  -0.108
C9 0.1213 -0.6637 3.6082  -0.093
C10 0.4714 0.1549 4.6505  -0.230
C11 1.6425 0.8897 4.5897  -0.078
C12 2.4598 0.7998 3.4776  -0.203
C13 2.1151 -0.0171 2.4290  -0.127
H1 -0.4815 -2.1188 1.6860  0.217
H2 -0.7122 -3.3583 -0.0954  0.226
H3 0.0311 -4.2451 -2.2455  0.244
H4 2.1754 -3.5105 -3.2055  0.238
H5 3.5771 -1.8891 -1.9981  0.243
H6 2.8696 -1.0138 0.1314  0.212
H7 -0.7872 -1.2394 3.6605  0.226
H8 -0.1654 0.2209 5.5163  0.244
H9 1.9166 1.5291 5.4092  0.240
H10 3.3736 1.3716 3.4335  0.242
H11 2.7739 -0.0543 1.5870  0.215
C14 -1.6857 1.1150 -3.6925  -0.609
C15 -0.9543 1.7930 -2.5286  -0.222
C16 0.5509 1.8475 -2.7944  -0.608
C17 -1.2357 1.0654 -1.1963  -0.033
C18 -2.7329 0.9679 -0.8259  -0.422
C19 -2.7420 0.9501 0.7102  -0.413
C20 -1.5422 1.8275 1.0881  -0.224
N1 -0.5629 1.7161 -0.0211  -0.631
H12 -1.3681 0.0747 -3.7832  0.194
H13 -2.7688 1.1174 -3.5512  0.212
H14 -1.4761 1.6063 -4.6458  0.221
H15 -1.3303 2.8253 -2.4269  0.207
H16 0.9614 0.8379 -2.8493  0.183
H17 0.7789 2.3471 -3.7387  0.219
H18 1.0792 2.3757 -1.9985  0.220
H19 -0.8397 0.0427 -1.3003  0.155
H20 -3.2581 1.8547 -1.1989  0.213
H21 -3.2168 0.0916 -1.2735  0.222
H22 -3.6855 1.3110 1.1392  0.227
H23 -2.5940 -0.0730 1.0791  0.176
H24 -1.8455 2.8771 1.1663  0.194
H25 -1.1061 1.5541 2.0576  0.182
H26 0.2302 1.1479 0.2833  0.344

Forces on the atoms, in the same order (eV/Å):
C 0.5 0.2 -0.1
C 0.0 0.1 0.0
C -0.1 0.0 0.2
C -0.3 -0.2 -0.1
C -0.1 -0.1 0.0
C 0.2 0.3 0.2
C 0.2 0.1 0.0
C 0.0 0.0 0.0
C -0.2 -0.2 -0.2
C -0.2 0.0 0.3
C -0.2 -0.1 0.1
C 0.3 0.0 -0.4
C 0.1 0.0 -0.1
H -0.3 -0.1 0.1
H -0.3 -0.1 0.1
H -0.1 -0.1 -0.1
H 0.1 -0.1 -0.2
H 0.1 0.1 0.0
H 0.1 0.1 0.0
H -0.2 -0.1 0.0
H -0.1 0.0 0.1
H 0.1 0.2 0.2
H 0.1 0.0 0.0
H 0.1 0.1 -0.1
C 0.0 0.1 0.2
C 0.0 0.1 0.2
C -0.1 0.1 0.1
C 0.1 0.0 0.1
C 0.2 0.2 0.1
C -0.1 0.0 0.0
C -0.1 0.3 -0.3
N -0.1 -0.7 0.1
H 0.0 -0.1 0.0
H 0.1 0.0 0.0
H 0.0 0.0 0.1
H 0.1 -0.2 0.0
H 0.0 -0.2 -0.1
H -0.1 0.0 0.0
H -0.1 0.0 0.0
H 0.0 0.0 -0.1
H 0.0 -0.1 0.1
H 0.1 0.2 0.1
H 0.2 -0.1 -0.1
H 0.0 0.0 -0.1
H -0.1 -0.1 0.0
H 0.0 0.0 -0.2
H -0.3 0.3 -0.2

Density functional theory data (the ωB97M-V functional and the def2-TZVPD basis) for a structure of composition C14H12MnN4O4.

## Properties
ΔE to the lowest compared entry with this formula, charge and spin   0.000 eV
Multiplicity   6
HOMO energy (spin up / spin down)   -8.42 / -9.13 eV
Lowest unoccupied orbital energy (spin up / spin down)   -0.3 / -0.3 eV
Total charge   0

Each line ends with the natural charge from an NBO analysis.
CARTESIAN COORDINATES (ANGSTROEM)
Mn1 -0.0920 0.1790 -0.2569  1.562
O1 0.3856 -3.7841 0.5215  -0.553
C1 -0.1166 -2.6841 0.4410  0.635
N1 0.3499 -1.4965 0.9141  -0.840
C2 1.2603 -1.3470 1.9145  0.639
O2 1.6611 -2.1736 2.7049  -0.562
C3 1.6945 0.1041 1.9927  0.143
C4 2.9053 0.4421 2.5788  -0.203
C5 3.3063 1.7679 2.6044  -0.135
C6 2.4381 2.7246 2.0942  -0.246
C7 1.2308 2.3159 1.5637  0.048
N2 0.8586 1.0319 1.4732  -0.549
C8 -1.4510 -2.4822 -0.2498  0.140
C9 -2.2552 -3.5939 -0.4772  -0.204
C10 -3.5174 -3.4155 -1.0133  -0.142
C11 -3.9455 -2.1180 -1.2653  -0.248
C12 -3.0673 -1.0696 -1.0511  0.049
N3 -1.8318 -1.2302 -0.5718  -0.542
H1 3.5147 -0.3495 2.9836  0.252
H2 4.2662 2.0567 3.0035  0.228
H3 2.6915 3.7727 2.1024  0.229
H4 0.5123 3.0412 1.1992  0.195
H5 -1.8598 -4.5701 -0.2337  0.257
H6 -4.1515 -4.2591 -1.2403  0.227
H7 -4.9406 -1.9182 -1.6315  0.228
H8 -3.3668 -0.0543 -1.2888  0.193
N4 -0.7809 2.0656 -1.5494  -0.897
C13 0.4557 2.6061 -2.1443  -0.355
C14 1.5475 1.4776 -2.3153  0.777
O3 2.5021 1.7080 -3.0209  -0.640
O4 1.2905 0.4121 -1.6737  -0.862
H9 -1.3078 1.6031 -2.2928  0.379
H10 -1.3600 2.8227 -1.1941  0.381
H11 0.8737 3.3697 -1.4868  0.206
H12 0.2993 3.0447 -3.1349  0.208

Forces on the atoms, in the same order (eV/Å):
Mn -0.5 0.2 -0.4
O -0.3 0.0 -0.1
C 0.5 0.1 0.5
N 0.0 0.0 -0.1
C -0.4 -0.4 -0.4
O 0.3 0.2 0.1
C 0.0 0.4 0.2
C 0.0 0.0 0.0
C -0.4 -0.1 -0.2
C 0.0 0.0 0.1
C -0.1 -0.1 0.0
N 0.9 0.2 0.5
C -0.3 -0.2 -0.2
C 0.1 0.1 -0.1
C 0.1 0.3 0.0
C 0.1 -0.1 0.0
C 0.0 0.1 -0.1
N -0.1 -0.5 0.1
H 0.0 -0.1 0.0
H 0.1 0.0 0.1
H 0.0 0.1 0.0
H 0.1 0.0 -0.1
H 0.0 0.0 0.0
H -0.1 -0.1 0.1
H 0.0 0.0 -0.1
H 0.0 0.0 0.0
N -0.3 -0.1 0.0
C 0.7 -0.5 -0.3
C -0.7 1.0 -0.1
O 0.3 0.2 -0.2
O 0.1 -0.9 0.3
H 0.0 0.2 0.3
H 0.0 -0.2 -0.1
H 0.0 0.0 0.0
H 0.0 0.0 0.2

Density functional theory data (the ωB97M-V functional and the def2-TZVPD basis) for an isolated molecule of C4H3NS2.

## Properties
ΔE to the lowest compared entry with this formula, charge and spin   1.649 eV
Multiplicity   1
HOMO energy   -9.36 eV
Lowest unoccupied orbital energy   -1.8 eV
Total charge   0

Each line ends with the natural charge from an NBO analysis.
CARTESIAN COORDINATES (ANGSTROEM)
N1 -1.3474 2.4032 -0.1357  -0.277
C1 -0.7793 1.4044 -0.5560  0.270
C2 -0.1420 0.1134 -0.5463  -0.486
C3 1.2481 0.2960 0.1762  -0.238
S1 2.5074 -0.6387 -0.2688  0.140
C4 -0.7530 -0.9417 0.4165  -0.256
S2 -1.1265 -2.3732 -0.2864  0.129
H1 0.0394 -0.4035 -1.4488  0.282
H2 1.1593 0.8326 1.1048  0.204
H3 -0.8059 -0.6924 1.5444  0.232

Forces on the atoms, in the same order (eV/Å):
N 3.4 -5.7 -2.9
C -4.2 6.0 3.2
C 1.8 -0.1 2.5
C 0.1 -2.0 -1.2
S -0.8 1.2 0.5
C -0.6 -0.6 -0.3
S 0.1 1.1 1.3
H -0.1 0.0 -1.2
H 0.4 0.5 0.2
H -0.1 -0.4 -2.0

Density functional theory data (the ωB97M-V functional and the def2-TZVPD basis) for a structure of composition C25H21F6N4OPS2W.

## Properties
ΔE to the lowest compared entry with this formula, charge and spin   0.743 eV
Multiplicity   2
HOMO energy (spin up / spin down)   -17.31 / -17.30 eV
Lowest unoccupied orbital energy (spin up / spin down)   -11.5 / -11.3 eV
Total charge   +3

Each line ends with the natural charge from an NBO analysis.
CARTESIAN COORDINATES (ANGSTROEM)
W1 -0.2353 0.2592 -0.3820  2.013
C1 -0.0897 -0.2808 1.8257  -0.292
C2 1.1947 -0.5299 1.2793  -0.187
C3 1.7664 0.7142 0.9116  -0.166
C4 0.8152 1.7175 1.1705  -0.242
C5 -0.3335 1.1089 1.7468  -0.271
H1 -0.7529 -1.0152 2.2555  0.290
H2 1.6394 -1.5023 1.1341  0.291
H3 2.7181 0.8515 0.4185  0.305
H4 0.9313 2.7720 0.9853  0.293
H5 -1.2128 1.6209 2.1089  0.301
S1 -6.6299 3.6129 -2.6421  1.109
N1 -5.1167 4.1388 -2.7273  -0.562
C6 -4.3622 3.2106 -2.1506  0.083
C7 -2.9364 3.3086 -1.9311  -0.051
C8 -2.1775 4.4474 -2.2294  -0.037
C9 -0.8421 4.4508 -1.9072  -0.213
C10 -0.2692 3.3288 -1.3167  0.114
N2 -0.9660 2.2159 -1.0498  -0.527
C11 -2.2966 2.2177 -1.3495  0.220
C12 -3.0414 1.0403 -0.9641  0.148
N3 -2.3344 0.0436 -0.3639  -0.515
C13 -2.9913 -1.0067 0.1608  0.090
C14 -4.3655 -1.1338 0.0609  -0.224
C15 -5.0916 -0.1491 -0.5797  -0.041
C16 -4.4296 0.9718 -1.0887  0.014
C17 -5.0905 2.0837 -1.7324  0.132
N4 -6.3893 2.1620 -1.9960  -0.582
H6 -2.6547 5.3044 -2.6887  0.281
H7 -0.2138 5.3091 -2.1009  0.277
H8 0.7821 3.3327 -1.0856  0.235
H9 -2.3995 -1.7533 0.6661  0.226
H10 -4.8488 -1.9977 0.4949  0.276
H11 -6.1693 -0.2150 -0.6733  0.281
C18 3.1272 -7.0170 1.4210  -0.656
C19 2.1927 -6.0074 0.8313  0.105
C20 2.6694 -5.0358 -0.0661  -0.187
C21 1.8169 -4.1335 -0.6596  -0.207
C22 0.4527 -4.1859 -0.3351  -0.302
C23 -0.0446 -5.1291 0.5703  -0.172
C24 0.8319 -6.0341 1.1400  -0.198
S2 -0.7121 -3.1416 -1.0497  1.280
C25 -0.3792 -3.1990 -2.7921  -0.799
O1 -0.2472 -1.6727 -0.6398  -0.948
H12 4.1559 -6.6628 1.4051  0.242
H13 3.0763 -7.9357 0.8328  0.266
H14 2.8535 -7.2541 2.4476  0.249
H15 3.7244 -5.0103 -0.3065  0.249
H16 2.2011 -3.4033 -1.3619  0.232
H17 -1.1013 -5.1673 0.8057  0.239
H18 0.4535 -6.7765 1.8306  0.252
H19 0.6832 -3.0826 -2.9865  0.269
H20 -0.9664 -2.4253 -3.2820  0.268
H21 -0.7242 -4.1885 -3.1000  0.289
F1 -0.2502 0.1190 -2.3940  -0.570
P1 1.6748 0.2933 -3.0045  2.675
F2 3.1748 0.4620 -3.2654  -0.513
F3 1.8576 -0.6989 -1.7190  -0.545
F4 1.5960 1.4567 -1.8336  -0.555
F5 1.1093 1.3116 -4.0240  -0.514
F6 1.3728 -0.9309 -3.9033  -0.525

Forces on the atoms, in the same order (eV/Å):
W 0.6 -0.2 -1.2
C -0.2 -0.1 0.4
C 0.0 0.0 0.2
C -0.1 0.0 -0.1
C -0.1 0.2 0.1
C -0.3 0.2 0.3
H 0.0 0.0 0.0
H 0.1 0.0 0.0
H 0.0 0.0 0.0
H 0.1 0.0 0.0
H 0.0 0.0 0.0
S 0.0 -0.2 -0.5
N 0.0 0.1 0.5
C 0.1 0.2 -0.2
C 0.1 0.0 0.0
C -0.1 0.0 0.0
C 0.1 0.0 0.0
C -0.1 0.0 -0.1
N -0.1 0.2 0.1
C 0.0 -0.1 0.0
C -0.1 0.2 0.2
N 0.1 0.3 0.6
C -0.2 0.0 -0.1
C 0.1 -0.1 0.0
C -0.1 0.1 0.0
C 0.1 -0.1 -0.2
C -0.1 -0.3 -0.1
N 0.0 0.3 0.4
H 0.0 0.0 0.0
H 0.0 0.0 0.0
H 0.0 0.0 0.0
H 0.0 0.0 0.0
H 0.0 0.0 0.0
H 0.0 0.0 0.0
C 0.0 0.2 0.0
C 0.1 0.0 0.0
C 0.0 0.0 0.0
C -0.1 0.0 0.0
C 0.2 -0.2 0.1
C 0.1 0.0 0.0
C -0.1 0.0 0.0
S -0.1 0.3 0.0
C 0.0 -0.1 0.0
O -0.1 -0.6 -0.1
H 0.0 0.0 0.0
H 0.0 0.0 0.0
H 0.0 -0.1 0.0
H 0.0 0.0 0.0
H 0.0 0.0 0.0
H 0.0 0.0 0.0
H 0.0 0.0 0.0
H 0.0 0.0 0.0
H 0.0 0.0 0.0
H 0.0 0.0 -0.1
F -0.5 0.0 0.1
P 0.9 0.5 -0.2
F -0.1 0.0 0.0
F 0.0 -0.1 0.0
F 0.1 -0.1 -0.1
F -0.1 -0.1 0.1
F -0.2 -0.1 0.0